# 1
C18H32AsF6N3O2PtSSi as an isolated structure, computed with the ωB97M-V functional and the def2-TZVPD basis.

Structure (ORCA input):
```
! wB97M-V def2-TZVPD RIJCOSX def2/J DEFGRID3
* xyz 1 2
Pt -0.897 -0.069 -0.170
N -3.189 2.184 -2.801
C -2.718 1.458 -1.838
S -2.226 -0.167 -1.995
N -2.740 2.171 -0.598
N -2.027 1.668 0.283
C -1.978 2.380 1.472
C -1.070 2.157 2.446
C -1.140 3.061 3.580
C -0.235 3.028 4.567
C 0.846 2.078 4.516
C 0.983 1.199 3.502
C 0.047 1.165 2.413
O 0.245 0.316 1.515
H -3.167 1.858 -3.756
H -3.389 3.162 -2.619
H -2.690 3.196 1.535
H -1.950 3.778 3.588
H -0.296 3.713 5.400
H 1.569 2.077 5.322
H 1.793 0.485 3.462
C -4.510 -1.085 1.391
O -3.181 -0.917 1.873
H -5.225 -1.213 2.206
H -4.588 -1.932 0.705
H -4.768 -0.178 0.847
H -2.943 -1.684 2.400
F -0.025 2.369 -1.577
As 0.320 4.121 -1.557
F 1.928 3.741 -1.050
F 0.758 4.004 -3.215
F 0.596 5.801 -1.504
F -1.362 4.367 -2.007
F -0.194 4.115 0.122
C -0.297 -2.975 -2.163
Si 0.391 -1.825 -0.858
C 2.009 -0.682 -2.113
C 2.474 0.395 -1.179
C 1.182 -0.208 -3.268
C 2.977 -1.787 -2.398
C 1.309 -2.841 0.463
C 1.765 -4.208 -0.060
C 2.472 -2.145 1.169
C 0.180 -3.090 1.494
H 0.452 -3.664 -2.555
H -0.773 -2.458 -2.993
H -1.066 -3.580 -1.669
H 1.654 0.924 -0.696
H 2.970 1.161 -1.792
H 3.188 0.037 -0.443
H 0.419 0.508 -2.967
H 0.759 -1.023 -3.852
H 1.872 0.336 -3.929
H 3.416 -2.207 -1.493
H 3.807 -1.336 -2.961
H 2.558 -2.577 -3.019
H 2.518 -4.134 -0.846
H 0.933 -4.798 -0.448
H 2.208 -4.772 0.764
H 3.366 -2.128 0.541
H 2.729 -2.704 2.073
H 2.233 -1.121 1.457
H -0.707 -3.542 1.039
H -0.124 -2.173 1.999
H 0.549 -3.790 2.249
*
```

The calculation puts the LUMO energy (alpha / beta) at -6.1 / -6.1 eV. Its expectation value of S² is 0.75. The energy relative to the best compared isomer or geometry (same formula, charge and spin) is 2.3490 eV. The calculation puts the HOMO-LUMO gap (alpha / beta) at 5.70 / 5.95 eV. The HOMO energy (alpha / beta) comes out at -11.7995 / -12.0654 eV.


# 2
C18H32BrCaF4NO7 as an isolated structure at a distorted geometry, computed with the ωB97M-V functional and the def2-TZVPD basis.

Structure (ORCA input):
```
! wB97M-V def2-TZVPD RIJCOSX def2/J DEFGRID3
* xyz 0 1
C 6.642 0.339 0.388
C 6.968 1.586 0.638
O 6.173 2.311 1.522
C 5.392 3.226 0.875
O 5.873 4.071 0.185
O 4.092 3.099 1.176
C 3.220 3.197 0.052
C 2.656 1.836 -0.350
O 3.627 0.843 -0.424
C 1.445 1.396 0.514
F 0.970 2.299 1.299
F 0.464 1.030 -0.315
F 1.775 0.218 1.257
H 5.941 -0.210 1.002
H 7.109 -0.191 -0.428
H 7.869 1.991 0.202
H 3.689 3.616 -0.834
H 2.429 3.892 0.322
H 2.274 1.961 -1.360
H 4.074 0.752 0.426
C -0.583 0.625 4.874
C -1.259 1.216 3.652
O -2.647 0.856 3.595
C -3.444 1.529 4.418
O -3.115 2.397 5.181
O -4.686 1.060 4.262
C -5.638 1.636 5.155
H -0.735 -0.455 4.913
H 0.488 0.832 4.853
H -0.995 1.043 5.792
H -0.808 0.807 2.746
H -1.146 2.295 3.611
H -5.622 2.722 5.100
H -5.444 1.305 6.174
H -6.618 1.280 4.848
C -2.241 -1.769 -0.352
C -1.370 -1.983 -1.586
C -1.865 -1.219 -2.812
C -3.255 -1.623 -3.305
C -3.403 -3.103 -3.659
C -2.495 -3.541 -4.804
H -3.260 -2.125 -0.509
H -1.836 -2.314 0.505
H -2.287 -0.711 -0.084
H -1.296 -3.051 -1.804
H -0.347 -1.649 -1.364
H -1.140 -1.343 -3.624
H -1.876 -0.149 -2.583
H -3.501 -1.019 -4.183
H -4.001 -1.365 -2.549
H -4.441 -3.287 -3.945
H -3.213 -3.726 -2.782
H -2.704 -2.966 -5.709
H -2.652 -4.596 -5.034
H -1.439 -3.415 -4.553
F -1.210 2.985 1.297
Ca 1.479 -1.646 1.058
Br -2.368 4.597 1.767
C 1.720 -2.749 -4.601
C 1.711 -3.195 -3.211
N 1.705 -3.544 -2.121
H 1.134 -3.435 -5.211
H 1.289 -1.752 -4.670
H 2.742 -2.724 -4.973
*
```

The calculation puts the LUMO energy at -2.5 eV. The calculation puts the HOMO-LUMO gap at 2.14 eV. The HOMO energy comes out at -4.6025 eV.


# 3
C18H32Cl8O9 as an isolated structure at a distorted geometry, computed with the ωB97M-V functional and the def2-TZVPD basis.

Structure (ORCA input):
```
! wB97M-V def2-TZVPD RIJCOSX def2/J DEFGRID3
* xyz 0 1
Cl -0.596 -1.971 -0.851
C -0.221 -0.227 -0.774
C 1.291 -0.180 -0.526
Cl 2.134 -0.466 -2.065
H -0.840 0.125 0.051
H -0.490 0.199 -1.741
H 1.599 -0.914 0.218
H 1.561 0.798 -0.129
Cl 1.157 -0.621 2.079
C 2.221 0.714 2.665
C 2.218 1.798 1.643
Cl 3.488 1.422 0.474
H 3.180 0.250 2.898
H 1.689 0.981 3.578
H 2.542 2.731 2.103
H 1.278 2.015 1.135
Cl 0.137 -4.173 -2.011
C 1.789 -3.471 -1.670
C 2.108 -3.808 -0.207
Cl 1.207 -3.016 1.102
H 1.666 -2.403 -1.847
H 2.429 -3.973 -2.396
H 3.126 -3.461 -0.032
H 2.054 -4.891 -0.094
Cl 0.824 2.000 -1.574
C 1.353 3.674 -1.263
C 0.513 4.403 -0.224
Cl 0.605 3.584 1.423
H 1.321 4.203 -2.216
H 2.410 3.542 -1.035
H -0.543 4.476 -0.481
H 0.850 5.434 -0.110
C -1.890 1.179 -2.593
C -2.066 2.635 -2.434
O -1.586 2.786 -1.094
C -1.863 1.611 -0.386
O -1.892 1.410 0.832
O -2.266 0.710 -1.320
H -0.881 0.816 -2.788
H -2.596 0.768 -3.315
H -3.109 2.933 -2.534
H -1.377 3.045 -3.173
C -1.736 -1.714 -2.957
C -0.459 -2.455 -3.440
O 0.073 -1.504 -4.352
C -0.381 -0.319 -4.070
O 0.297 0.638 -4.400
O -1.400 -0.371 -3.259
H -2.033 -1.745 -1.908
H -2.598 -2.012 -3.554
H -0.688 -3.398 -3.935
H 0.270 -2.577 -2.639
C 0.479 0.030 5.849
C -0.857 -0.325 5.279
O -0.687 -0.508 3.868
C -1.668 -1.093 3.127
O -2.719 -1.530 3.571
O -1.229 -0.989 1.843
C -2.051 -1.434 0.869
H 0.479 0.289 6.908
H 0.979 0.824 5.295
H 1.019 -0.895 5.649
H -1.581 0.483 5.385
H -1.227 -1.206 5.802
H -1.454 -1.454 -0.043
H -3.010 -0.937 0.725
H -2.353 -2.462 1.069
*
```

The calculation puts the LUMO energy at 0.5 eV. The energy relative to the best compared isomer or geometry (same formula, charge and spin) is 0.0000 eV. The calculation puts the HOMO-LUMO gap at 8.40 eV. The HOMO energy comes out at -7.9035 eV.


# 4
C18H32F6LiO15P as an isolated structure at a distorted geometry, computed with the ωB97M-V functional and the def2-TZVPD basis.

Structure (ORCA input):
```
! wB97M-V def2-TZVPD RIJCOSX def2/J DEFGRID3
* xyz 0 1
Li -17.029 20.832 3.072
P -19.577 21.032 2.039
F -20.319 22.099 1.098
F -18.191 21.947 2.026
F -20.190 21.842 3.302
F -18.808 20.107 3.160
F -20.826 20.031 2.054
F -18.985 20.259 0.769
C -20.788 21.849 -2.168
C -21.573 22.005 -3.459
O -20.716 22.828 -4.252
C -19.913 23.541 -3.413
O -19.202 24.419 -3.756
O -19.970 23.024 -2.162
H -20.119 20.989 -2.119
H -21.432 21.842 -1.292
H -22.519 22.526 -3.292
H -21.793 21.085 -3.995
C -23.027 26.194 1.119
C -21.788 25.323 1.346
O -20.777 25.991 0.599
C -21.346 26.881 -0.245
O -20.754 27.528 -1.041
O -22.687 26.951 -0.048
H -23.194 26.833 1.988
H -23.945 25.653 0.905
H -21.958 24.275 1.103
H -21.548 25.372 2.406
C -23.586 21.534 0.610
C -24.646 21.543 1.673
O -24.768 22.879 2.183
C -25.861 23.182 2.876
O -26.824 22.475 3.019
O -25.694 24.414 3.371
C -26.863 25.048 3.875
H -22.592 21.238 0.936
H -23.470 22.520 0.150
H -23.851 20.890 -0.233
H -24.433 20.830 2.476
H -25.638 21.222 1.344
H -27.765 24.456 3.748
H -27.000 25.967 3.301
H -26.745 25.305 4.925
C -13.468 18.285 -0.833
C -14.500 19.161 -0.187
O -13.793 20.243 0.493
C -14.567 21.115 1.111
O -15.750 20.972 1.329
O -13.828 22.160 1.472
C -14.514 23.230 2.102
H -13.928 17.385 -1.242
H -12.680 17.945 -0.158
H -12.962 18.792 -1.656
H -15.086 18.647 0.571
H -15.095 19.641 -0.962
H -15.579 23.258 1.877
H -14.080 24.171 1.772
H -14.399 23.199 3.190
C -17.667 16.589 1.526
C -17.357 16.974 2.956
O -15.912 16.993 3.150
C -15.369 18.099 3.625
O -15.941 19.159 3.790
O -14.074 17.890 3.817
C -13.289 19.050 4.067
H -17.686 15.504 1.416
H -16.943 16.987 0.819
H -18.664 16.929 1.244
H -17.693 16.201 3.648
H -17.813 17.913 3.247
H -13.532 19.509 5.031
H -13.464 19.782 3.284
H -12.239 18.791 4.154
*
```

The calculation puts the LUMO energy at -0.1 eV. The energy relative to the best compared isomer or geometry (same formula, charge and spin) is 1.2068 eV. The calculation puts the HOMO-LUMO gap at 10.39 eV. The HOMO energy comes out at -10.4694 eV.


# 5
C18H32FN2O12S2 as an isolated structure at a distorted geometry, computed with the ωB97M-V functional and the def2-TZVPD basis.

Structure (ORCA input):
```
! wB97M-V def2-TZVPD RIJCOSX def2/J DEFGRID3
* xyz 0 2
N 4.056 6.090 -1.400
C 4.318 5.272 -2.175
O 4.734 4.220 -2.806
C 3.796 3.164 -2.907
F 4.198 2.422 -3.931
C 3.627 2.416 -1.612
O 2.283 1.962 -1.608
S 1.368 3.084 -2.244
O 1.024 4.069 -1.293
O 0.323 2.524 -2.998
O 2.525 3.671 -3.203
H 3.748 3.117 -0.791
H 4.318 1.612 -1.430
O -1.569 3.629 1.376
S -0.795 4.418 2.284
O -0.220 3.804 3.442
O -1.669 5.669 2.735
C -2.981 5.413 3.277
C -2.942 4.863 4.689
C 0.448 5.306 1.420
H -3.526 4.751 2.603
H -3.480 6.380 3.263
H -2.490 3.874 4.720
H -3.955 4.788 5.085
H -2.355 5.514 5.337
H 0.008 5.791 0.556
H 1.192 4.583 1.104
H 0.891 6.031 2.099
C 0.048 -4.936 -1.644
C 1.066 -3.979 -0.988
C 0.458 -3.278 0.228
C -0.538 -2.180 -0.134
C 0.111 -1.168 -1.074
C 0.696 -1.816 -2.328
N 1.577 -2.973 -1.972
O 2.750 -2.560 -1.636
C -0.455 -2.234 -3.263
C 1.507 -0.788 -3.099
C 2.209 -4.864 -0.510
H -0.630 -5.343 -0.892
H -0.562 -4.484 -2.419
H 0.561 -5.775 -2.115
H 1.261 -2.831 0.823
H -0.016 -4.023 0.868
H -1.436 -2.615 -0.587
H -0.866 -1.676 0.776
H -0.613 -0.406 -1.373
H 0.904 -0.645 -0.530
H -0.091 -2.876 -4.067
H -0.892 -1.347 -3.720
H -1.269 -2.741 -2.751
H 2.279 -0.337 -2.486
H 0.854 0.015 -3.437
H 1.979 -1.233 -3.977
H 2.739 -5.309 -1.352
H 1.793 -5.668 0.098
H 2.928 -4.320 0.098
C -3.583 -2.710 2.368
C -4.414 -3.653 3.216
O -3.693 -4.884 3.094
C -2.408 -4.597 2.779
O -1.522 -5.382 2.764
O -2.275 -3.283 2.476
H -3.578 -1.688 2.734
H -3.883 -2.716 1.319
H -4.436 -3.360 4.267
H -5.432 -3.775 2.856
*
```

The calculation puts the LUMO energy (alpha / beta) at 0.3 / 0.3 eV. Its expectation value of S² is 0.75. The calculation puts the HOMO-LUMO gap (alpha / beta) at 8.49 / 9.53 eV. The HOMO energy (alpha / beta) comes out at -8.1699 / -9.2070 eV.


# 6
A 2-piece molecular cluster, C18H32FN2O3S overall at a distorted geometry, computed with the ωB97M-V functional and the def2-TZVPD basis.

Structure (ORCA input):
```
! wB97M-V def2-TZVPD RIJCOSX def2/J DEFGRID3
* xyz 1 1
C -4.517 -5.534 -1.767
C -5.614 -4.476 -1.782
O -5.844 -4.097 -3.141
C -5.196 -3.165 -0.989
N -3.861 -3.323 -0.357
C -2.887 -2.351 -0.799
C -2.527 -2.428 -2.129
C -1.593 -1.597 -2.674
C -0.987 -0.634 -1.887
C -1.349 -0.569 -0.576
C -2.286 -1.396 -0.014
S -3.935 -3.458 1.286
O -2.674 -3.882 1.755
O -4.546 -2.355 1.928
F -4.892 -4.680 1.410
H -3.604 -5.208 -2.263
H -4.341 -5.929 -0.768
H -4.904 -6.373 -2.359
H -6.509 -4.929 -1.343
H -6.716 -3.687 -3.164
H -5.203 -2.320 -1.675
H -5.980 -2.984 -0.244
H -3.006 -3.171 -2.758
H -1.317 -1.706 -3.716
H -0.232 -0.004 -2.346
H -0.880 0.174 0.064
H -2.523 -1.304 1.037
C 3.899 5.484 -0.410
C 4.268 5.107 1.031
C 4.652 3.646 1.260
N 3.517 2.655 1.479
C 4.142 1.267 1.372
C 3.121 0.145 1.316
C 2.127 0.374 0.191
C 1.432 1.703 0.397
C 2.433 2.844 0.443
C 2.971 2.848 2.857
H 2.864 5.255 -0.656
H 4.016 6.557 -0.551
H 4.545 4.981 -1.132
H 3.483 5.432 1.717
H 5.154 5.690 1.287
H 5.272 3.568 2.154
H 5.237 3.282 0.416
H 4.740 1.262 0.460
H 4.808 1.152 2.226
H 3.642 -0.800 1.161
H 2.594 0.053 2.270
H 1.397 -0.435 0.158
H 2.648 0.375 -0.772
H 0.833 1.676 1.312
H 0.734 1.886 -0.422
H 1.922 3.775 0.678
H 2.937 2.926 -0.520
H 2.587 3.860 2.945
H 3.773 2.686 3.572
H 2.172 2.135 3.033
*
```

The calculation puts the LUMO energy at -2.4 eV. The energy relative to the best compared isomer or geometry (same formula, charge and spin) is 0.2517 eV. The calculation puts the HOMO-LUMO gap at 8.82 eV. The HOMO energy comes out at -11.1914 eV.


# 7
C18H32FO2PY as an isolated structure at a distorted geometry, computed with the ωB97M-V functional and the def2-TZVPD basis.

Structure (ORCA input):
```
! wB97M-V def2-TZVPD RIJCOSX def2/J DEFGRID3
* xyz 3 1
C 2.695 3.285 0.281
C 1.712 2.278 0.867
C 1.355 2.688 2.298
C 2.315 0.847 0.830
P 1.267 -0.323 -0.077
C -0.448 0.124 -0.559
C -1.534 0.268 0.522
C -2.711 0.937 -0.125
C -3.509 0.174 -0.979
C -4.619 0.684 -1.669
C -4.895 2.008 -1.489
C -4.124 2.797 -0.636
C -3.030 2.259 0.036
C 1.857 0.235 -1.812
C 0.928 -0.110 -2.985
C 0.464 -1.588 -3.104
F 1.633 0.128 -4.145
O 0.553 -1.055 1.358
C 1.341 -2.082 1.933
C 0.635 -3.417 1.920
C 1.169 -4.341 3.011
O 0.671 -4.035 0.616
H 3.157 2.939 -0.639
H 3.493 3.507 0.982
H 2.205 4.225 0.050
H 0.817 2.321 0.239
H 0.977 1.843 2.863
H 2.229 3.095 2.790
H 0.618 3.484 2.260
H 3.274 0.843 0.321
H 2.493 0.498 1.839
H 1.711 -1.606 -0.435
H -0.740 -0.674 -1.218
H -0.464 1.069 -1.085
H -1.193 0.847 1.371
H -1.851 -0.717 0.898
H -3.267 -0.847 -1.118
H -5.201 0.064 -2.330
H -5.725 2.453 -2.011
H -4.348 3.843 -0.502
H -2.404 2.847 0.687
H 2.803 -0.268 -1.999
H 2.056 1.301 -1.874
H 0.072 0.555 -3.046
H 0.525 -1.879 -4.146
H 0.996 -2.285 -2.469
H -0.663 -1.669 -2.864
H 2.336 -2.141 1.490
H 1.484 -1.843 2.983
H -0.409 -3.209 2.156
H 1.248 -5.337 2.589
H 2.160 -4.067 3.350
H 0.482 -4.413 3.842
H -0.187 -4.431 0.467
Y -2.411 -2.109 -1.533
*
```

The calculation puts the LUMO energy at -14.0 eV. The calculation puts the HOMO-LUMO gap at 4.12 eV. The HOMO energy comes out at -18.0707 eV.


What did the fourth record say?
C18H32F6LiO15P as an isolated structure at a distorted geometry, computed with the ωB97M-V functional and the def2-TZVPD basis.

Structure (ORCA input):
```
! wB97M-V def2-TZVPD RIJCOSX def2/J DEFGRID3
* xyz 0 1
Li -17.029 20.832 3.072
P -19.577 21.032 2.039
F -20.319 22.099 1.098
F -18.191 21.947 2.026
F -20.190 21.842 3.302
F -18.808 20.107 3.160
F -20.826 20.031 2.054
F -18.985 20.259 0.769
C -20.788 21.849 -2.168
C -21.573 22.005 -3.459
O -20.716 22.828 -4.252
C -19.913 23.541 -3.413
O -19.202 24.419 -3.756
O -19.970 23.024 -2.162
H -20.119 20.989 -2.119
H -21.432 21.842 -1.292
H -22.519 22.526 -3.292
H -21.793 21.085 -3.995
C -23.027 26.194 1.119
C -21.788 25.323 1.346
O -20.777 25.991 0.599
C -21.346 26.881 -0.245
O -20.754 27.528 -1.041
O -22.687 26.951 -0.048
H -23.194 26.833 1.988
H -23.945 25.653 0.905
H -21.958 24.275 1.103
H -21.548 25.372 2.406
C -23.586 21.534 0.610
C -24.646 21.543 1.673
O -24.768 22.879 2.183
C -25.861 23.182 2.876
O -26.824 22.475 3.019
O -25.694 24.414 3.371
C -26.863 25.048 3.875
H -22.592 21.238 0.936
H -23.470 22.520 0.150
H -23.851 20.890 -0.233
H -24.433 20.830 2.476
H -25.638 21.222 1.344
H -27.765 24.456 3.748
H -27.000 25.967 3.301
H -26.745 25.305 4.925
C -13.468 18.285 -0.833
C -14.500 19.161 -0.187
O -13.793 20.243 0.493
C -14.567 21.115 1.111
O -15.750 20.972 1.329
O -13.828 22.160 1.472
C -14.514 23.230 2.102
H -13.928 17.385 -1.242
H -12.680 17.945 -0.158
H -12.962 18.792 -1.656
H -15.086 18.647 0.571
H -15.095 19.641 -0.962
H -15.579 23.258 1.877
H -14.080 24.171 1.772
H -14.399 23.199 3.190
C -17.667 16.589 1.526
C -17.357 16.974 2.956
O -15.912 16.993 3.150
C -15.369 18.099 3.625
O -15.941 19.159 3.790
O -14.074 17.890 3.817
C -13.289 19.050 4.067
H -17.686 15.504 1.416
H -16.943 16.987 0.819
H -18.664 16.929 1.244
H -17.693 16.201 3.648
H -17.813 17.913 3.247
H -13.532 19.509 5.031
H -13.464 19.782 3.284
H -12.239 18.791 4.154
*
```

The calculation puts the LUMO energy at -0.1 eV. The energy relative to the best compared isomer or geometry (same formula, charge and spin) is 1.2068 eV. The calculation puts the HOMO-LUMO gap at 10.39 eV. The HOMO energy comes out at -10.4694 eV.